1.
{
  "formula": "C4H6ClF",
  "method": "the ωB97M-V functional and the def2-TZVPD basis",
  "species": ["C", "C", "C", "C", "H", "H", "H", "H", "H", "H", "F", "Cl"],
  "positions_angstrom": [[0.2146, -0.5397, -1.5429], [0.4098, -0.7999, -0.0013], [-0.5298, 0.0397, 0.8692], [-0.3855, 1.2974, 1.3957], [0.3833, 0.5072, -1.7563], [-0.7572, -0.9368, -1.8180], [0.9620, -1.0558, -2.1039], [1.4748, -0.5457, 0.2205], [0.2121, -1.8545, 0.2029], [-1.6261, -0.2078, 0.9749], [-1.4087, 1.8080, 2.1333], [1.0507, 2.2879, 1.4258]],
  "nbo_charge": [-0.59, -0.43, -0.28, 0.34, 0.21, 0.21, 0.21, 0.22, 0.22, 0.23, -0.33, 0.00],
  "orbital_gap_ev": 10.2,
  "smiles": "CC/C=C(/F)Cl",
  "e_homo_ev": -9.35,
  "relative_energy_kcal_mol": 11.8,
  "total_energy_ev": -19484.2319,
  "e_lumo_ev": 0.867
}

***

2.
{
  "formula": "C19H43N3O3Se3Si2V",
  "method": "the ωB97M-V functional and the def2-TZVPD basis",
  "species": ["V", "O", "C", "C", "C", "O", "C", "Se", "C", "Se", "H", "H", "H", "H", "H", "H", "H", "H", "H", "H", "N", "N", "H", "H", "H", "H", "O", "C", "C", "C", "C", "C", "C", "N", "H", "H", "H", "H", "H", "H", "H", "H", "H", "H", "H", "C", "Si", "C", "C", "Se", "H", "H", "H", "H", "H", "H", "H", "H", "H", "C", "Si", "C", "C", "C", "C", "H", "H", "H", "H", "H", "H", "H", "H", "H"],
  "positions_angstrom": [[-0.4176, 0.1249, 0.0567], [4.5158, 1.7083, -2.3221], [3.9464, 2.6466, -1.4164], [4.8487, 2.9330, -0.2061], [6.2109, 3.4159, -0.7596], [6.1958, 4.6924, -1.4030], [5.1912, 1.6386, 0.5750], [4.0571, 0.0187, 0.4012], [4.2834, 4.0571, 0.7065], [2.3533, 4.4923, 0.7379], [4.4744, 0.8548, -1.8440], [2.9859, 2.2892, -1.0518], [3.7497, 3.5699, -1.9715], [6.5713, 2.6606, -1.4679], [6.9322, 3.4967, 0.0596], [5.3828, 4.7367, -1.9182], [5.2521, 1.8512, 1.6414], [6.1795, 1.2917, 0.2619], [4.7531, 4.9966, 0.4270], [4.5594, 3.8559, 1.7411], [0.4325, 1.7283, 2.4984], [0.8265, 1.2285, 1.2172], [-0.4100, 2.2698, 2.3571], [1.1400, 2.4086, 2.7754], [1.7146, 0.7218, 1.3343], [1.0864, 2.0322, 0.6116], [0.9654, -1.1858, 0.1764], [1.2146, -2.0661, -0.6396], [0.2773, -2.4366, -1.7621], [-0.0740, -3.9281, -1.5761], [-0.2226, -4.3353, -0.0900], [1.0794, -4.8297, 0.5713], [2.1270, -3.7258, 0.7950], [2.2655, -2.9204, -0.4152], [0.7139, -2.2413, -2.7438], [-0.6250, -1.8303, -1.6562], [0.6893, -4.5550, -2.0483], [-1.0114, -4.1204, -2.1015], [-0.9568, -5.1412, -0.0229], [-0.6293, -3.4882, 0.4719], [1.5166, -5.6110, -0.0632], [0.8424, -5.2894, 1.5355], [3.0934, -4.1607, 1.0525], [1.8272, -3.0530, 1.5971], [2.5102, -3.4706, -1.2252], [-3.5130, 2.0936, 1.1069], [-2.8154, 2.6212, -0.5769], [-1.6024, 4.0379, -0.2649], [-4.2862, 3.2634, -1.5970], [-1.8943, 0.9692, -1.8187], [-4.2721, 2.8045, 1.4511], [-2.7234, 2.0401, 1.8594], [-3.9609, 1.1034, 1.0456], [-2.1325, 4.9498, 0.0293], [-1.0093, 4.2607, -1.1529], [-0.8905, 3.7980, 0.5285], [-4.8524, 4.0272, -1.0543], [-4.9557, 2.4331, -1.8324], [-3.9428, 3.6888, -2.5424], [-5.4276, -2.6578, 2.3072], [-4.3588, -2.4904, 0.7464], [-5.3737, -1.5226, -0.5261], [-4.1008, -4.2508, 0.0772], [-2.7651, -1.6872, 1.0364], [-1.7647, -0.9728, 0.9405], [-6.3772, -3.1541, 2.0887], [-5.6509, -1.6738, 2.7261], [-4.9130, -3.2368, 3.0778], [-6.2491, -2.0805, -0.8710], [-4.7495, -1.2896, -1.3926], [-5.7127, -0.5693, -0.1144], [-5.0467, -4.7317, -0.1874], [-3.6070, -4.8729, 0.8279], [-3.4707, -4.2319, -0.8152]],
  "mulliken_spin": [2.83, 0.00, 0.00, 0.00, 0.00, 0.00, 0.00, 0.00, 0.00, 0.00, 0.00, 0.00, 0.00, 0.00, 0.00, 0.00, 0.00, 0.00, 0.00, 0.00, 0.03, -0.04, 0.01, 0.00, 0.01, 0.02, -0.03, 0.03, 0.05, 0.00, 0.01, 0.00, 0.00, 0.02, 0.00, 0.00, 0.00, 0.00, 0.00, 0.00, 0.00, 0.00, 0.00, 0.00, 0.00, 0.02, 0.01, 0.00, 0.00, 0.02, 0.00, 0.00, -0.01, 0.00, 0.00, 0.00, 0.00, 0.00, 0.00, 0.01, 0.00, 0.01, 0.01, 0.36, -0.38, 0.00, 0.00, 0.00, 0.00, 0.00, 0.00, 0.00, 0.00, 0.00],
  "orbital_gap_ev": [4.8, 4.8],
  "charge": -2,
  "e_homo_ev": [-0.83, -0.84],
  "spin_multiplicity": 4,
  "relative_energy_kcal_mol": 58.5,
  "total_energy_ev": -268496.9764,
  "e_lumo_ev": [4.016, 4.011]
}

***

3.
{
  "formula": "C29H32BrCoF3N7OSe",
  "method": "the ωB97M-V functional and the def2-TZVPD basis",
  "species": ["Co", "O", "C", "C", "C", "N", "C", "Br", "C", "H", "H", "H", "H", "F", "C", "F", "F", "C", "C", "C", "N", "C", "C", "H", "H", "H", "H", "C", "C", "C", "C", "N", "N", "C", "H", "H", "H", "H", "H", "H", "H", "H", "N", "C", "C", "N", "C", "C", "N", "H", "H", "H", "H", "H", "C", "C", "C", "C", "C", "C", "Se", "C", "C", "C", "H", "H", "H", "H", "H", "H", "H", "H", "H", "H", "H"],
  "positions_angstrom": [[14.2433, 11.5207, 8.7606], [13.7160, 20.6919, 6.4834], [13.9979, 19.4591, 6.9659], [14.6555, 18.4358, 6.3316], [14.7155, 17.2043, 6.9013], [14.0432, 16.8549, 8.0183], [13.4184, 17.8704, 8.6192], [12.4590, 17.4636, 10.2086], [13.3220, 19.1415, 8.1601], [14.4678, 20.9472, 5.9272], [14.9753, 18.5337, 5.3023], [15.2077, 16.3481, 6.4379], [12.6403, 19.8814, 8.5453], [21.0676, 11.5629, 7.3919], [20.2944, 12.6904, 7.4893], [20.8690, 13.4691, 8.4621], [20.4134, 13.3746, 6.3008], [18.8232, 12.4746, 7.7818], [18.4601, 11.6508, 8.8333], [17.0834, 11.4734, 9.0180], [16.1190, 12.0990, 8.3197], [16.5166, 12.9421, 7.3288], [17.8425, 13.1997, 7.0285], [19.2132, 11.2352, 9.5277], [16.7902, 10.7089, 9.7711], [15.6752, 13.4835, 6.8544], [18.1510, 13.9731, 6.3095], [11.5482, 11.9612, 13.2310], [12.5157, 12.4318, 12.2519], [13.0671, 13.7041, 12.0232], [13.9714, 13.5611, 10.9397], [14.0159, 12.2908, 10.5167], [13.0724, 11.5774, 11.3243], [14.8898, 14.4948, 10.3292], [11.4591, 10.8584, 13.2179], [10.5731, 12.4930, 13.0843], [11.9195, 12.2863, 14.2198], [13.0465, 14.6853, 12.5712], [13.2001, 10.5979, 11.5292], [15.9401, 14.0311, 10.3066], [14.7185, 15.4581, 10.8790], [14.6513, 14.6169, 9.2840], [13.7627, 6.5083, 10.2214], [14.1140, 7.3417, 9.2002], [14.2655, 8.7301, 9.4584], [14.5813, 9.5541, 8.4586], [14.6797, 9.1118, 7.2071], [14.3234, 7.7630, 6.9668], [14.2884, 6.8458, 7.9738], [13.7954, 6.8877, 11.2026], [13.9022, 5.5224, 10.1448], [14.1336, 9.1645, 10.4583], [15.0795, 9.7742, 6.4492], [14.1427, 7.4235, 5.9573], [9.3503, 7.5470, 6.1690], [9.9506, 8.8869, 6.3945], [10.8838, 9.5066, 5.4664], [11.6113, 10.6651, 5.8066], [12.5907, 11.2020, 4.7286], [11.3822, 11.3032, 7.0345], [12.4282, 12.7742, 7.6379], [10.4040, 10.7745, 7.9303], [10.1861, 11.4311, 9.2556], [9.7029, 9.6358, 7.5603], [8.3419, 7.6002, 5.8111], [9.2938, 6.9848, 7.1209], [9.9767, 7.0033, 5.4550], [11.1083, 9.0869, 4.4914], [12.8603, 10.4115, 4.0772], [13.5507, 11.7002, 5.0603], [12.0462, 11.9674, 4.1573], [11.1162, 11.3121, 9.8507], [9.3330, 10.9769, 9.7657], [9.9888, 12.5093, 9.1626], [8.9499, 9.2719, 8.1888]],
  "mulliken_spin": [2.68, 0.00, 0.00, 0.00, 0.00, 0.00, 0.00, 0.00, 0.00, 0.00, 0.00, 0.00, 0.00, 0.00, 0.00, 0.00, 0.00, 0.00, 0.00, 0.01, 0.00, 0.01, 0.00, 0.00, 0.01, 0.00, 0.00, 0.00, 0.01, 0.00, 0.00, 0.03, 0.00, 0.01, 0.00, 0.00, 0.00, 0.00, 0.00, 0.00, 0.00, 0.00, 0.00, 0.00, 0.01, 0.02, 0.01, 0.00, 0.00, 0.00, 0.00, 0.00, 0.00, 0.00, 0.00, 0.02, -0.01, 0.00, 0.00, 0.02, 0.15, 0.01, -0.01, -0.01, 0.00, 0.00, 0.00, 0.00, 0.00, 0.00, 0.00, 0.01, 0.00, 0.00, 0.00],
  "orbital_gap_ev": [6.4, 6.6],
  "charge": 1,
  "e_homo_ev": [-9.61, -9.83],
  "spin_multiplicity": 4,
  "relative_energy_kcal_mol": 0.0,
  "total_energy_ev": -224233.2014,
  "e_lumo_ev": [-3.217, -3.282]
}

***

4.
{
  "formula": "C7H16N2",
  "method": "the ωB97M-V functional and the def2-TZVPD basis",
  "species": ["C", "C", "N", "H", "H", "H", "H", "H", "H", "H", "C", "C", "C", "N", "C", "C", "H", "H", "H", "H", "H", "H", "H", "H", "H"],
  "positions_angstrom": [[-0.1132, -0.6417, 2.0860], [-1.0484, -1.7874, 2.1297], [-0.5541, 0.6055, 1.8291], [0.0232, 1.1366, 1.1009], [-1.5093, 0.6314, 1.4877], [0.8806, -0.7188, 2.5107], [0.4561, -0.8401, 0.3858], [-1.9898, -1.5390, 2.6274], [-0.6060, -2.6578, 2.6116], [-1.3097, -2.0504, 1.0785], [-0.3156, 2.1112, -1.4630], [0.2353, -0.7319, -0.7770], [0.5891, 1.2517, -0.6420], [1.2743, -1.3443, -1.5019], [-1.0680, -0.9703, -1.1468], [1.8500, 1.5580, -0.3530], [1.1004, -1.3854, -2.4968], [2.1894, -0.9544, -1.3357], [-1.2052, 2.4045, -0.8955], [-0.6727, 1.5627, -2.3377], [0.1797, 3.0262, -1.8078], [-1.3036, -1.5860, -2.0042], [-1.8829, -0.4580, -0.6605], [2.4745, 0.8909, 0.2401], [2.3261, 2.4869, -0.6655]],
  "nbo_charge": [0.04, -0.69, -0.77, 0.42, 0.37, 0.20, 0.18, 0.22, 0.23, 0.25, -0.68, 0.00, -0.05, -0.83, -0.57, -0.49, 0.37, 0.37, 0.21, 0.23, 0.21, 0.20, 0.19, 0.19, 0.20],
  "orbital_gap_ev": [7.7, 6.4],
  "e_homo_ev": [-6.89, -6.30],
  "relative_energy_kcal_mol": 139.6,
  "total_energy_ev": -10493.2028,
  "e_lumo_ev": [0.774, 0.099]
}

***

> Which formula does entry 1 have?

C4H6ClF